# 1
Below is a cluster of 12 separate species, C18H60O21 in total, with properties calculated with wB97M-V/def2-TZVPD.

Geometry as XYZ:
```
99
Properties=species:S:1:pos:R:3:lowdin_charge:R:1
O 1.53 0.15 2.52 -0.02
O -4.16 4.01 1.76 -0.06
O -2.82 1.08 2.53 -0.11
O 2.81 2.71 2.10 -0.04
O 5.93 -2.73 -2.89 -0.07
O -0.84 -2.02 -0.54 -0.07
O -0.81 -2.18 -3.66 -0.05
O 4.51 0.33 -1.54 -0.08
O -5.33 -1.02 4.37 -0.09
O -0.62 1.18 0.40 -0.09
O -1.96 -2.34 2.90 -0.05
O -2.97 0.54 -1.09 -0.02
O 4.44 -3.63 2.98 -0.05
O 2.71 -1.67 0.51 -0.06
O -3.65 -2.10 -0.87 -0.10
O 4.32 0.88 1.11 -0.10
O -0.40 2.11 3.04 -0.02
O 1.84 1.92 -2.12 -0.03
O -4.01 4.62 -1.01 -0.07
O -0.68 0.35 -3.65 -0.07
O -5.21 -2.91 -3.95 -0.05
C 1.33 1.17 -1.04 -0.25
C -3.73 -2.48 -2.21 -0.25
C -2.98 4.95 -0.11 -0.23
C 0.38 1.97 -0.22 -0.21
C 0.01 -0.23 -4.75 -0.20
C 4.88 2.13 1.40 -0.20
C 3.75 3.09 1.22 -0.28
C 3.43 -2.66 1.09 -0.29
C -1.99 -2.02 1.53 -0.26
C 0.33 -1.61 -4.22 -0.28
C -0.62 -2.12 0.85 -0.23
C -2.89 3.89 1.03 -0.19
C -5.20 -2.45 -2.62 -0.25
C 5.72 -1.36 -2.96 -0.24
C -3.49 0.55 3.66 -0.26
C -4.70 -0.26 3.28 -0.22
C 3.96 -2.35 2.44 -0.19
C 4.71 -1.05 -1.79 -0.24
H 6.71 -0.78 -2.96 0.15
H 3.92 4.18 1.29 0.14
H -3.49 -3.50 -2.39 0.12
H 2.11 0.13 3.29 0.08
H 2.11 -0.03 1.81 -0.01
H -4.83 4.71 -0.50 0.09
H -2.85 1.27 -1.68 0.06
H -0.18 2.70 -0.85 0.13
H 4.27 -2.85 0.38 0.13
H 0.88 0.26 -1.40 0.11
H 2.18 -2.10 -0.15 0.09
H 0.93 0.34 -5.07 0.14
H -4.10 3.31 2.41 0.05
H 4.26 -3.64 3.92 0.07
H -2.70 -2.73 1.14 0.11
H 5.40 2.11 2.39 0.14
H -6.04 -2.53 -4.23 0.07
H -5.77 -1.51 -2.42 0.14
H -0.68 1.87 2.16 -0.01
H 0.05 -1.19 1.07 0.12
H 0.68 -2.23 -5.02 0.12
H -2.72 -0.04 4.14 0.11
H 4.71 -1.56 2.29 0.11
H -3.20 -1.21 -0.85 0.05
H 3.14 -2.10 3.13 0.13
H -1.99 4.05 1.56 0.10
H -1.13 -1.39 -3.20 0.05
H -0.67 -0.35 -5.58 0.12
H 5.77 2.23 0.68 0.15
H 2.70 1.77 1.95 0.04
H -3.78 0.75 -0.58 0.11
H 0.87 2.71 0.40 0.12
H -1.28 0.95 -0.29 0.06
H 5.13 -1.39 -0.86 0.09
H -0.38 1.20 -3.41 0.06
H -4.57 -1.01 2.42 0.14
H 2.35 1.27 -2.57 0.05
H -3.70 1.39 4.39 0.14
H 2.81 -3.53 1.14 0.13
H -3.20 -1.82 -2.86 0.11
H 4.24 0.47 -0.60 0.04
H 5.06 -3.13 -3.00 0.09
H -2.04 4.95 -0.60 0.10
H -5.39 0.41 2.86 0.09
H 5.23 -1.10 -3.89 0.11
H 0.28 1.47 3.11 -0.01
H 1.09 -1.49 -3.46 0.10
H -2.46 -1.02 1.41 0.10
H -1.95 1.34 2.92 0.04
H 2.18 0.83 -0.46 0.08
H -1.59 -2.56 -0.67 0.03
H -2.80 2.90 0.59 0.08
H -3.18 5.94 0.24 0.11
H -5.28 -0.44 5.20 0.11
H 3.30 2.95 0.26 0.11
H -0.03 -3.09 1.14 0.15
H -5.57 -3.29 -2.09 0.10
H 3.82 -1.70 -1.92 0.11
H -1.21 -1.85 3.24 0.07
H 5.04 0.28 1.15 0.08
```

* energy above the lowest of the compared OMol25 structures with the same formula, charge and spin: 374.9 kJ/mol
* frontier orbital gap: 9.603 eV
* SMILES: OCCO.OCCO.OCCO.OCCO.OCCO.OCCO.OCCO.OCCO.OCCO.O.O.O

---

# 2
Below is a cluster of 13 separate species, C18H62N10O13 in total, with properties calculated with wB97M-V/def2-TZVPD.

Geometry as XYZ:
```
103
Properties=species:S:1:pos:R:3:lowdin_charge:R:1
O -2.91 -2.56 -1.48 -0.11
O -1.47 -1.20 -5.21 -0.15
O 0.15 -2.38 2.37 -0.10
O 2.83 -0.80 4.52 -0.10
O -4.81 0.57 -1.67 -0.17
O 0.11 0.12 3.32 -0.15
O 5.02 1.86 -1.85 -0.07
O -1.33 3.05 -0.16 -0.15
O 3.95 -2.55 0.74 -0.14
O -1.33 -0.07 -0.46 -0.12
O 1.15 2.79 -3.43 -0.14
O 2.24 -1.01 -3.44 -0.08
O -3.99 2.39 1.41 -0.12
N 2.47 -2.88 2.86 0.14
N -2.02 1.23 1.89 0.16
N -0.93 1.77 -2.89 0.19
N 0.25 0.98 -4.65 0.17
N -4.07 -1.33 0.16 0.15
N -3.44 0.14 -5.38 0.18
N -2.84 -2.89 0.92 0.15
N -2.83 -0.47 -3.39 0.17
N 1.31 -4.33 1.70 0.16
N -3.89 0.29 2.49 0.13
C 3.08 0.80 2.81 -0.07
C 1.29 -3.17 2.34 -0.55
C 3.74 -0.19 3.68 -0.35
C 0.62 2.78 1.21 -0.08
C 2.81 1.24 -1.08 -0.09
C -3.23 -2.25 -0.17 -0.64
C -4.19 1.81 -1.58 -0.14
C 0.04 3.43 -0.08 -0.23
C -0.10 -0.76 -0.22 -0.16
C 0.18 1.83 -3.65 -0.57
C 3.16 -1.79 -0.12 -0.15
C -2.58 -0.48 -4.67 -0.59
C -0.31 0.29 4.68 -0.28
C -0.44 1.81 4.84 -0.08
C -3.31 1.28 1.90 -0.63
C 0.35 -2.31 -2.93 -0.10
C 4.22 1.56 -0.69 -0.30
C 1.40 -1.99 -3.91 -0.35
H 2.80 0.43 -1.75 0.05
H -0.38 -1.49 -2.84 0.05
H -3.65 -0.12 -2.91 0.07
H 0.48 -4.50 1.07 0.15
H -1.69 0.04 0.43 0.02
H 2.34 2.07 -1.51 0.04
H -0.19 -3.19 -3.28 0.10
H -1.55 1.01 -2.87 0.03
H 3.89 1.17 2.14 0.09
H -1.33 2.14 4.28 0.07
H 2.60 1.63 3.43 0.11
H -4.16 -0.62 -0.60 0.08
H 5.72 2.49 -1.58 0.08
H 3.72 -1.59 -1.00 0.08
H 1.94 -0.16 -3.75 0.04
H -2.04 -3.51 0.87 0.09
H 0.81 -2.58 -1.98 0.05
H 4.26 -1.04 3.12 0.12
H -0.24 -1.85 -0.21 0.07
H 4.27 2.35 0.05 0.10
H 0.54 2.95 -0.95 0.08
H -4.92 0.17 2.54 0.16
H -1.57 1.96 1.28 0.09
H 2.12 -2.16 -0.23 0.07
H 2.14 1.12 -0.23 0.05
H -1.42 0.55 2.46 0.12
H -2.12 -0.94 -2.83 0.08
H -3.05 -2.51 1.89 0.13
H -0.45 0.30 -4.80 0.02
H 0.36 2.37 4.34 0.06
H 0.12 4.53 -0.14 0.13
H 3.16 -3.58 3.05 0.14
H 4.64 0.20 4.21 0.13
H 1.76 2.82 1.15 0.09
H -4.91 2.34 -0.90 0.10
H 0.26 3.13 2.16 0.06
H -3.28 -0.43 2.92 0.14
H -0.99 2.43 -2.06 0.10
H 3.41 -2.84 1.50 -0.02
H 0.98 -1.71 -4.89 0.10
H 1.13 0.97 -5.27 0.18
H -3.17 1.82 -1.15 0.07
H -1.26 -0.08 5.04 0.10
H 0.70 -0.64 3.19 0.04
H 4.65 0.68 -0.23 0.09
H 3.26 -1.38 5.21 0.14
H 2.35 0.38 2.10 0.06
H 2.05 -2.90 -4.08 0.13
H -1.79 3.84 0.19 0.12
H -0.47 2.05 5.87 0.06
H 2.08 -5.03 1.63 0.15
H -4.21 -0.91 1.14 0.09
H 0.49 -0.43 0.63 0.06
H -5.74 0.68 -1.90 0.11
H -4.16 2.31 -2.55 0.08
H 0.50 -0.50 -1.02 0.03
H -4.37 0.47 -5.12 0.14
H 0.51 1.71 1.22 0.03
H 3.09 -0.82 0.40 0.05
H 2.53 -2.04 3.45 0.07
H 0.46 -0.04 5.37 0.10
H -3.34 -0.06 -6.39 0.14
```

* energy above the lowest of the compared OMol25 structures with the same formula, charge and spin: 31.6 kJ/mol
* frontier orbital gap: 8.071 eV